(1)
Molecular formula: C4H13O4
Method: DFT, ωB97M-V/def2-TZVPD

Last columns: bonded neighbours and bond lengths (Å).
Atoms and positions in Å:
1 O -1.748 1.807 -2.196  H13 0.938, H20 1.029
2 O -0.123 -0.250 -1.889  H12 0.839
3 O 0.415 -2.420 -0.823  C7 1.389, H9 1.165
4 O 0.285 1.715 -0.266  C6 1.429, H18 1.166
5 C 0.887 -0.688 0.682  C7 1.624, C8 1.591, H14 1.041, H15 1.078
6 C -0.162 1.644 1.089  O4 1.429, C8 1.557, H17 1.047, H19 1.109
7 C 0.165 -2.133 0.514  O3 1.389, C5 1.624, H16 1.019, H21 1.095
8 C 0.241 0.295 1.753  C5 1.591, C6 1.557, H10 1.122, H11 1.143
9 H 0.141 -1.456 -1.415  O3 1.165
10 H -0.549 -0.249 2.334  C8 1.122
11 H 1.070 0.301 2.540  C8 1.143
12 H 0.360 -0.123 -2.564  O2 0.839
13 H -1.464 1.039 -2.651  O1 0.938
14 H 0.966 -0.198 -0.233  C5 1.041
15 H 1.841 -1.107 0.957  C5 1.078
16 H -0.796 -2.081 0.847  C7 1.019
17 H -1.193 1.515 0.962  C6 1.047
18 H 0.050 0.798 -0.948  O4 1.166
19 H -0.039 2.608 1.625  C6 1.109
20 H -0.980 1.834 -1.512  O1 1.029
21 H 0.634 -2.851 1.194  C7 1.095

The value obtained for the HOMO-LUMO gap is 8.65 eV. The energy relative to the best compared isomer or geometry (same formula, charge and spin) is 71.3 kcal/mol. As for the highest occupied orbital energy: -4.58 eV. The multiplicity is 1. Its max |F| is 9.8 eV/Å. As for the net charge: -1. For the lowest unoccupied orbital energy, the calculation gives 4.066 eV.



(2)
Molecular formula: C4H14N
Method: DFT, ωB97M-V/def2-TZVPD

Last columns: bonded neighbours and bond lengths (Å).
Atoms and positions in Å:
1 N -1.022 -0.436 1.126  C4 1.561, H9 1.068, H10 1.023, H17 1.070
2 C 0.383 1.453 1.474  C4 1.550, H6 1.061, H8 1.169, H14 1.156
3 C -0.457 -0.535 -2.141  C5 1.519, H7 1.108, H11 1.141, H12 1.043
4 C 0.185 0.011 2.007  N1 1.561, C2 1.550, H16 1.082, H19 1.046
5 C 1.046 -0.502 -2.357  C3 1.519, H13 1.083, H15 1.015, H18 1.148
6 H 0.254 1.639 0.437  C2 1.061
7 H -0.859 0.000 -3.024  C3 1.108
8 H -0.205 2.235 2.114  C2 1.169
9 H -0.776 -0.683 0.117  N1 1.068
10 H -1.292 -1.412 1.274  N1 1.023
11 H -0.709 0.199 -1.304  C3 1.141
12 H -1.024 -1.341 -1.798  C3 1.043
13 H 1.412 0.464 -2.684  C5 1.083
14 H 1.476 1.761 1.687  C2 1.156
15 H 1.368 -1.048 -3.149  C5 1.015
16 H -0.011 -0.036 3.070  C4 1.082
17 H -1.953 0.090 1.070  N1 1.070
18 H 1.515 -0.807 -1.354  C5 1.148
19 H 1.018 -0.569 1.754  C4 1.046

The value obtained for the HOMO-LUMO gap is 11.80 eV. The energy relative to the best compared isomer or geometry (same formula, charge and spin) is 43.8 kcal/mol. As for the highest occupied orbital energy: -15.49 eV. The multiplicity is 1. Its max |F| is 4.8 eV/Å. As for the net charge: +1. For the lowest unoccupied orbital energy, the calculation gives -3.683 eV.



(3)
Molecular formula: C4H14N
Method: DFT, ωB97M-V/def2-TZVPD

Last columns: bonded neighbours and bond lengths (Å).
Atoms and positions in Å:
1 N 1.085 -0.157 0.910  C2 1.483, H7 1.023, H11 1.029, H15 1.035
2 C 0.766 -1.531 1.366  N1 1.483, C3 1.528, H16 1.082, H17 1.086
3 C -0.733 -1.812 1.274  C2 1.528, H10 1.083, H12 1.093, H18 1.086
4 C -0.269 2.229 -1.235  C5 1.532, H6 1.081, H8 1.085, H9 1.087
5 C -0.608 0.894 -1.906  C4 1.532, H13 1.099, H14 1.084, H19 1.101
6 H -1.145 2.707 -0.820  C4 1.081
7 H 0.724 0.578 1.523  N1 1.023
8 H 0.154 2.910 -1.966  C4 1.085
9 H 0.522 2.145 -0.494  C4 1.087
10 H -0.887 -2.884 1.282  C3 1.083
11 H 2.096 0.020 0.835  N1 1.029
12 H -1.289 -1.371 2.104  C3 1.093
13 H -1.627 0.634 -1.587  C5 1.099
14 H -0.663 0.940 -2.988  C5 1.084
15 H 0.679 0.082 -0.012  N1 1.035
16 H 1.200 -1.764 2.330  C2 1.082
17 H 1.234 -2.198 0.649  C2 1.086
18 H -1.133 -1.377 0.363  C3 1.086
19 H -0.103 -0.043 -1.626  C5 1.101

The value obtained for the HOMO-LUMO gap is 12.04 eV. The energy relative to the best compared isomer or geometry (same formula, charge and spin) is 13.3 kcal/mol. As for the highest occupied orbital energy: -15.60 eV. The multiplicity is 1. Its max |F| is 1.8 eV/Å. As for the net charge: +1. For the lowest unoccupied orbital energy, the calculation gives -3.567 eV.



(4)
Molecular formula: C4H14N
Method: DFT, ωB97M-V/def2-TZVPD

Last columns: bonded neighbours and bond lengths (Å).
Atoms and positions in Å:
1 N 0.315 -0.607 -1.523  C2 1.587, H8 1.123, H10 1.037, H13 1.181
2 C -1.059 0.186 -1.530  N1 1.587, C5 1.546, H11 1.103, H18 1.000
3 C 1.281 -0.298 1.993  C4 1.501, H7 1.044, H9 1.139, H17 1.109
4 C 1.528 1.165 1.765  C3 1.501, H6 1.107, H12 1.093, H16 1.079
5 C -2.241 -0.456 -0.769  C2 1.546, H14 0.995, H15 1.180, H19 1.061
6 H 2.139 1.495 2.627  C4 1.107
7 H 0.654 -0.767 1.303  C3 1.044
8 H 0.690 -1.021 -2.498  N1 1.123
9 H 0.659 -0.381 2.943  C3 1.139
10 H 0.309 -1.343 -0.794  N1 1.037
11 H -1.269 0.349 -2.601  C2 1.103
12 H 2.163 1.301 0.887  C4 1.093
13 H 1.069 0.213 -1.130  N1 1.181
14 H -2.179 -1.221 -0.134  C5 0.995
15 H -2.334 0.367 0.071  C5 1.180
16 H 0.627 1.716 1.545  C4 1.079
17 H 2.338 -0.631 2.033  C3 1.109
18 H -0.946 1.069 -1.074  C2 1.000
19 H -3.178 -0.476 -1.266  C5 1.061

The value obtained for the HOMO-LUMO gap is 11.12 eV. The energy relative to the best compared isomer or geometry (same formula, charge and spin) is 59.7 kcal/mol. As for the highest occupied orbital energy: -15.18 eV. The multiplicity is 1. Its max |F| is 5.8 eV/Å. As for the net charge: +1. For the lowest unoccupied orbital energy, the calculation gives -4.062 eV.



(5)
Molecular formula: C4H14N
Method: DFT, ωB97M-V/def2-TZVPD

Last columns: bonded neighbours and bond lengths (Å).
Atoms and positions in Å:
1 N -1.307 1.140 0.829  C3 1.507, H11 1.065, H12 1.028, H14 1.031
2 C 2.237 0.774 -0.668  C5 1.572, H7 1.079, H13 1.083, H15 1.102
3 C -1.468 -0.083 -0.036  N1 1.507, C4 1.497, H17 1.123, H18 1.096
4 C -1.354 -1.280 0.857  C3 1.497, H6 1.110, H9 1.087, H19 1.094
5 C 1.854 -0.691 -1.088  C2 1.572, H8 1.078, H10 1.079, H16 1.076
6 H -0.411 -1.258 1.442  C4 1.110
7 H 1.472 1.193 -0.033  C2 1.079
8 H 2.790 -1.095 -1.435  C5 1.078
9 H -1.419 -2.259 0.390  C4 1.087
10 H 1.189 -0.585 -1.930  C5 1.079
11 H -1.382 2.080 0.335  N1 1.065
12 H -2.072 1.161 1.516  N1 1.028
13 H 3.255 0.845 -0.307  C2 1.083
14 H -0.428 1.054 1.360  N1 1.031
15 H 2.338 1.401 -1.568  C2 1.102
16 H 1.388 -1.253 -0.296  C5 1.076
17 H -0.518 -0.083 -0.634  C3 1.123
18 H -2.354 -0.055 -0.680  C3 1.096
19 H -2.183 -1.282 1.571  C4 1.094

The value obtained for the HOMO-LUMO gap is 11.43 eV. The energy relative to the best compared isomer or geometry (same formula, charge and spin) is 18.5 kcal/mol. As for the highest occupied orbital energy: -15.23 eV. The multiplicity is 1. Its max |F| is 2.6 eV/Å. As for the net charge: +1. For the lowest unoccupied orbital energy, the calculation gives -3.795 eV.



(6)
Molecular formula: C4H14N2O
Method: DFT, ωB97M-V/def2-TZVPD

Last columns: bonded neighbours and bond lengths (Å).
Atoms and positions in Å:
1 O 3.542 -0.763 -0.190  H11 1.033, H13 0.837
2 N -1.458 1.076 -1.601  C6 1.470, H15 1.005, H19 1.057
3 N 0.049 -1.390 -0.123  C4 1.420, C5 1.518, H21 1.091
4 C 0.753 -2.242 0.770  N3 1.420, H12 1.091, H14 1.074, H17 1.111
5 C 0.039 0.092 0.206  N3 1.518, C6 1.541, H8 1.106, H18 1.110
6 C -1.295 0.762 -0.174  N2 1.470, C5 1.541, C7 1.545, H20 1.146
7 C -1.443 2.140 0.509  C6 1.545, H9 1.103, H10 1.077, H16 1.067
8 H 0.820 0.517 -0.451  C5 1.106
9 H -1.488 1.864 1.577  C7 1.103
10 H -0.638 2.838 0.354  C7 1.077
11 H 2.613 -0.910 -0.617  O1 1.033
12 H 1.351 -1.657 1.470  C4 1.091
13 H 3.508 0.034 0.061  O1 0.837
14 H 0.071 -2.966 1.175  C4 1.074
15 H -1.156 1.994 -1.878  N2 1.005
16 H -2.400 2.543 0.263  C7 1.067
17 H 1.420 -2.929 0.208  C4 1.111
18 H 0.257 0.275 1.279  C5 1.110
19 H -1.419 0.372 -2.388  N2 1.057
20 H -2.209 0.100 0.022  C6 1.146
21 H -0.919 -1.751 -0.473  N3 1.091

The value obtained for the HOMO-LUMO gap (alpha / beta) is 2.66 / 8.91 eV. The energy relative to the best compared isomer or geometry (same formula, charge and spin) is 47.9 kcal/mol. As for the highest occupied orbital energy (alpha / beta): 1.35 / -4.98 eV. The multiplicity is 2. As for the expectation value of S²: 0.750. Its max |F| is 11.2 eV/Å. As for the net charge: -1. For the lowest unoccupied orbital energy (alpha / beta), the calculation gives 4.005 / 3.925 eV.